A cluster of 12 separate species, C58H140O14 in total, computed with ωB97M-V with the def2-TZVPD basis set.

As for the LUMO energy: 0.016 Eh. Its spin multiplicity is 1. The HOMO energy is -9.08 eV. The HOMO-LUMO gap is 9.53 eV.

Last column: Löwdin charge in e.
CARTESIAN COORDINATES (ANGSTROEM)
C 6.9854 -4.0592 0.1733  -0.10
O 6.6546 -3.2845 1.3072  -0.15
C 5.3454 -2.8881 1.2421  -0.27
C 4.9354 -2.0752 2.4377  -0.18
O 5.8712 -1.0555 2.7813  -0.21
C 5.9735 -0.0422 1.8022  -0.08
H 6.3060 -4.9163 0.3007  0.09
H 7.9968 -4.4591 0.2516  0.09
H 6.8801 -3.6256 -0.8194  0.09
H 4.6477 -3.7511 1.2090  0.13
H 5.1111 -2.2842 0.3638  0.12
H 4.8095 -2.7342 3.3334  0.11
H 3.9563 -1.6567 2.1392  0.12
H 6.6071 0.7735 2.2131  0.11
H 4.9570 0.2879 1.5473  0.08
H 6.4295 -0.4214 0.9036  0.08
C 7.7706 -0.7894 5.5978  -0.09
O 6.8242 -1.2213 6.5680  -0.19
C 5.4637 -1.2985 6.0688  -0.18
C 4.8714 0.0053 5.7016  -0.24
O 4.5663 0.9003 6.7388  -0.18
C 5.6474 1.5283 7.3312  -0.13
H 8.7725 -1.1760 5.8072  0.09
H 7.8336 0.2975 5.6899  0.07
H 7.3947 -1.0079 4.6146  0.07
H 4.8343 -1.5680 6.9061  0.13
H 5.3981 -2.0443 5.2428  0.11
H 3.8812 -0.0745 5.2415  0.13
H 5.5566 0.5525 5.0232  0.10
H 6.1730 0.8454 8.0134  0.09
H 5.2756 2.3411 7.9446  0.08
H 6.3311 2.0078 6.5909  0.10
C -3.2286 4.9901 1.5027  -0.12
O -1.9271 4.8426 1.0665  -0.15
C -1.0085 4.8321 2.1202  -0.23
C 0.3650 5.0552 1.5843  -0.18
O 0.5484 6.4371 1.2916  -0.18
C 1.0688 7.2323 2.2978  -0.12
H -3.5821 4.1391 2.0526  0.05
H -3.8069 4.9772 0.6189  0.08
H -3.3461 5.9371 2.0051  0.10
H -1.1249 3.8972 2.6660  0.11
H -1.2293 5.5856 2.8645  0.12
H 0.5515 4.4788 0.6641  0.11
H 1.0795 4.6470 2.3299  0.12
H 1.9757 6.7863 2.7245  0.07
H 0.3805 7.3065 3.1460  0.08
H 1.2207 8.2199 1.8861  0.09
C 1.9175 -2.9686 -0.8835  -0.11
O 1.6688 -2.9857 0.4952  -0.20
C 1.4314 -4.3066 1.0216  -0.18
C 1.3502 -4.3744 2.5528  -0.20
O 2.5537 -3.9733 3.1917  -0.21
C 2.3650 -3.6014 4.5509  -0.08
H 1.1237 -3.5665 -1.3522  0.07
H 2.9076 -3.3217 -1.2370  0.10
H 1.6928 -1.9452 -1.1427  0.06
H 2.2433 -5.0011 0.6818  0.13
H 0.5245 -4.7282 0.5393  0.11
H 1.1674 -5.4182 2.8451  0.13
H 0.4648 -3.7706 2.8294  0.10
H 1.7562 -2.6780 4.5732  0.10
H 3.3539 -3.4124 4.9396  0.06
H 1.9253 -4.4622 5.0644  0.09
C 0.6337 -3.7717 -4.0604  -0.13
O 0.1392 -4.6225 -3.0858  -0.22
C 0.8302 -5.8853 -2.8950  -0.20
C 0.4937 -6.9378 -3.8725  -0.21
O 0.9012 -6.6463 -5.2145  -0.19
C 2.1417 -7.2168 -5.5651  -0.11
H 1.6939 -3.5124 -3.8846  0.10
H 0.0104 -2.8764 -3.9991  0.08
H 0.5006 -4.1094 -5.0828  0.08
H 0.5051 -6.2424 -1.8990  0.13
H 1.9099 -5.6959 -2.8255  0.13
H -0.6212 -7.0145 -3.8821  0.14
H 0.9195 -7.9042 -3.5230  0.13
H 1.9981 -7.5519 -6.6029  0.09
H 2.4453 -8.0441 -4.8849  0.09
H 2.9476 -6.4788 -5.5183  0.08
C 4.4060 4.6675 1.8517  -0.07
O 5.0742 3.7746 2.7432  -0.16
C 4.2759 3.1287 3.6509  -0.24
C 3.7772 3.9120 4.8080  -0.19
O 2.9043 4.9700 4.4313  -0.23
C 2.5532 5.8711 5.4636  -0.10
H 5.1368 4.9473 1.0963  0.09
H 3.9869 5.5466 2.3407  0.08
H 3.6919 4.0359 1.3528  0.07
H 4.8773 2.3461 4.1226  0.11
H 3.4288 2.6734 3.1060  0.12
H 4.6418 4.3702 5.2668  0.13
H 3.2258 3.2056 5.4515  0.14
H 3.4537 6.3533 5.8827  0.09
H 1.9899 5.4230 6.3127  0.10
H 1.9119 6.5857 4.9413  0.07
C -3.2324 -2.8045 -5.3560  -0.10
O -3.0459 -2.0880 -6.5567  -0.18
C -3.6168 -0.8185 -6.5973  -0.25
C -3.5354 -0.2275 -8.0032  -0.20
O -4.4368 -0.7535 -8.9707  -0.18
C -3.9425 -1.8667 -9.6342  -0.13
H -2.8374 -2.2382 -4.5144  0.06
H -2.6291 -3.7288 -5.3922  0.10
H -4.2902 -3.0260 -5.1657  0.09
H -3.1279 -0.0823 -5.9412  0.13
H -4.6800 -0.7855 -6.3267  0.11
H -2.4711 -0.3278 -8.3437  0.14
H -3.8083 0.8584 -7.9221  0.12
H -4.6485 -2.1023 -10.4161  0.08
H -3.7838 -2.6793 -8.8739  0.10
H -3.0057 -1.6160 -10.1227  0.08
C 3.1933 0.2795 -3.0303  -0.11
C 3.4813 1.6430 -2.4272  -0.27
C 3.0272 2.7513 -3.4078  -0.24
C 3.4055 4.1049 -2.8766  -0.24
C 2.6303 4.4579 -1.5869  -0.27
C 3.0363 5.8265 -1.0866  -0.11
H 3.6575 0.1808 -4.0319  0.08
H 2.1130 0.1784 -3.1547  0.06
H 3.5249 -0.5032 -2.3587  0.05
H 2.9538 1.7542 -1.4560  0.09
H 4.5666 1.8402 -2.2358  0.12
H 1.9281 2.6762 -3.5631  0.12
H 3.5278 2.5824 -4.3785  0.11
H 4.4964 4.1032 -2.7346  0.11
H 3.2556 4.8989 -3.6134  0.11
H 1.5540 4.3990 -1.7539  0.11
H 2.8938 3.6773 -0.8587  0.07
H 4.1232 5.9413 -1.1184  0.07
H 2.6309 6.5820 -1.7688  0.08
H 2.5632 5.9286 -0.0825  0.06
C -6.2980 3.2521 -6.7262  -0.09
C -6.0109 1.9324 -5.9647  -0.26
C -5.9461 1.9796 -4.4593  -0.23
C -6.0485 0.6209 -3.7662  -0.26
C -5.7992 0.5609 -2.3009  -0.27
C -4.3934 1.0964 -1.9881  -0.10
H -7.2007 3.7289 -6.3523  0.07
H -6.3211 2.9901 -7.7605  0.06
H -5.5115 4.0073 -6.6364  0.07
H -6.8043 1.2425 -6.1774  0.10
H -5.1205 1.4817 -6.3903  0.07
H -6.8508 2.4842 -4.0029  0.13
H -5.0430 2.5759 -4.1495  0.12
H -7.0399 0.2182 -4.0410  0.12
H -5.3426 -0.1117 -4.2329  0.10
H -6.5356 1.1368 -1.7340  0.11
H -5.9051 -0.4371 -1.8838  0.10
H -3.9592 0.8925 -0.9959  0.06
H -3.6856 0.6672 -2.7049  0.06
H -4.4014 2.1821 -2.1060  0.07
C -2.5973 -2.4996 3.3405  -0.07
C -2.0036 -2.7927 1.9078  -0.25
C -3.0007 -2.8590 0.7170  -0.20
C -2.1810 -3.4014 -0.4952  -0.21
C -3.0468 -3.3060 -1.7278  -0.27
C -4.3439 -4.2179 -1.7264  -0.09
H -3.0268 -1.5063 3.3430  0.04
H -1.8546 -2.6507 4.1086  0.05
H -3.4393 -3.1950 3.4808  0.07
H -1.2963 -1.9649 1.6543  0.09
H -1.4381 -3.7369 1.8925  0.08
H -3.5166 -1.9248 0.5366  0.10
H -3.7932 -3.5524 0.9929  0.10
H -1.2664 -2.7888 -0.5415  0.10
H -1.9107 -4.4315 -0.3060  0.11
H -3.3969 -2.3032 -2.0445  0.09
H -2.4780 -3.6561 -2.5881  0.08
H -4.7965 -4.1017 -2.7162  0.05
H -4.1590 -5.3041 -1.6680  0.07
H -4.9829 -4.0017 -0.8428  0.07
C 1.7141 0.1842 2.2868  -0.10
C 0.6260 1.2998 2.2119  -0.23
C 0.3602 1.6165 0.7387  -0.22
C 0.1209 0.4014 -0.1400  -0.22
C -0.4017 0.8032 -1.4989  -0.24
C -0.9429 -0.3839 -2.3119  -0.10
H 2.0868 0.0787 3.3054  0.06
H 2.5638 0.4288 1.6813  0.05
H 1.3183 -0.7898 1.9905  0.06
H -0.2548 0.9272 2.7350  0.10
H 0.9925 2.2018 2.7486  0.09
H 1.2356 2.1701 0.3640  0.10
H -0.4895 2.3201 0.6996  0.10
H 1.0396 -0.2046 -0.2408  0.10
H -0.5921 -0.2481 0.3958  0.11
H -1.2065 1.5495 -1.3939  0.11
H 0.3912 1.3127 -2.0438  0.09
H -1.1380 -0.1159 -3.3622  0.08
H -0.1591 -1.1641 -2.2905  0.06
H -1.8831 -0.7773 -1.9264  0.04
C -3.2595 1.6725 1.9466  -0.10
C -4.3433 1.4091 3.0008  -0.27
C -5.5793 0.6631 2.5282  -0.24
C -6.5319 0.3545 3.6623  -0.23
C -7.9022 -0.2153 3.2400  -0.27
C -8.8022 -0.4566 4.4328  -0.12
H -3.6428 2.3023 1.1416  0.06
H -2.7838 0.7694 1.5525  0.07
H -2.4801 2.2686 2.4299  0.05
H -3.8470 0.8671 3.8122  0.10
H -4.6863 2.2717 3.5621  0.10
H -5.3248 -0.2262 1.9619  0.10
H -6.0515 1.3774 1.8177  0.13
H -6.0425 -0.3125 4.4182  0.13
H -6.6503 1.3120 4.2271  0.12
H -8.4730 0.4216 2.5601  0.11
H -7.8249 -1.0744 2.6014  0.10
H -9.7440 -0.8342 4.0907  0.06
H -8.4462 -1.2475 5.0609  0.06
H -8.9185 0.4880 4.9371  0.07